(w)
The following is a quantum chemistry calculation of the molecule C6H14N2, from OMol25.

* LUMO (spin up / spin down): 1.01 / 1.02 eV
* Kohn-Sham gap (spin up / spin down): 7.30 / 7.30 eV

Element x y z (Å)
H1 -1.913 0.359 2.089
N1 -0.827 -0.208 -0.590
H2 -2.004 -1.436 1.863
H3 1.803 -0.717 1.179
H4 1.223 -1.169 -2.378
H5 2.238 -0.103 -1.298
C1 1.147 0.166 1.009
H6 -1.916 -0.327 -2.261
H7 0.375 0.199 1.626
C2 -2.086 -0.288 0.041
C3 0.549 -0.237 -0.323
H8 -3.333 -0.520 1.691
H9 -2.693 0.346 -0.532
H10 2.592 1.293 0.035
H11 1.185 2.167 0.370
H12 1.943 -1.783 -1.003
C4 1.850 1.474 0.801
N2 -0.982 -0.287 -2.026
C5 1.467 -0.931 -1.351
C6 -2.325 -0.409 1.539
H13 2.175 1.830 1.776
H14 -0.467 0.580 -2.257


(x)
The following is a quantum chemistry calculation of a structure of composition C6H14N2, from OMol25.

* LUMO: 0.67 eV
* Kohn-Sham gap: 9.66 eV

Element x y z (Å)
C1 0.525 -0.990 -0.162
H1 0.118 -2.615 1.220
H2 1.480 1.495 -0.914
H3 1.726 -0.272 1.353
H4 -1.831 -0.144 -1.385
H5 0.566 -0.867 -1.252
C2 0.193 -2.456 0.143
H6 -0.249 3.082 1.395
H7 -0.702 -0.275 1.470
H8 -2.698 -0.482 0.201
C3 0.470 1.893 -0.959
H9 2.500 -1.301 0.329
N1 1.813 -0.558 0.383
H10 0.526 2.980 -1.016
N2 -0.151 2.068 1.447
C4 -0.562 -0.083 0.406
H11 -0.027 1.517 -1.854
C5 -1.860 -0.021 -0.307
C6 -0.307 1.489 0.288
H12 -0.755 -2.748 -0.309
H13 0.979 -3.109 -0.239
H14 -1.755 1.397 -0.239


Stability, highest: (x)


(w)
The following is a quantum chemistry calculation of a cluster of 2 separate species, C6H14N2 in total, from OMol25.

* LUMO: -3.26 eV
* Kohn-Sham gap: 3.46 eV

Element x y z (Å)
H1 2.858 -0.377 -1.003
N1 2.013 0.186 -0.937
H2 -0.091 -0.616 0.240
C1 2.506 0.334 1.487
C2 -0.748 1.096 -1.837
H3 -1.225 -2.250 -0.325
H4 -1.540 1.577 -2.400
C3 -0.797 1.217 -0.513
H5 2.746 -0.729 1.507
C4 1.661 0.705 0.269
C5 -2.205 -1.755 -0.401
C6 0.095 0.434 0.440
H6 -2.916 -1.387 1.472
H7 1.603 1.810 0.192
H8 1.994 0.662 2.390
H9 -2.055 -0.936 -1.110
H10 -2.943 -2.504 -0.699
N2 -2.544 -0.843 0.689
H11 -0.193 0.569 1.489
H12 0.066 0.562 -2.304
H13 -1.742 1.394 -0.007
H14 3.460 0.851 1.361


(x)
The following is a quantum chemistry calculation of a cluster of 2 separate species, C6H14N2 in total, from OMol25.

* LUMO: 1.05 eV
* Kohn-Sham gap: 9.86 eV
* SMILES: [H]/N=C\CC.CC(C)=N

Element x y z (Å)
H1 2.758 -1.452 -0.991
C1 -1.946 1.530 -0.099
H2 1.314 -2.031 -0.138
H3 -2.975 -0.178 0.660
C2 -0.933 -0.648 0.960
H4 -2.222 -0.477 -0.908
H5 -2.896 1.959 -0.421
H6 -1.261 1.790 -0.903
H7 0.822 0.348 -1.984
C3 1.544 0.054 -0.017
C4 1.466 0.860 -1.269
N1 -0.736 -1.910 0.952
H8 -1.426 -2.445 0.425
H9 2.466 0.962 -1.696
H10 2.737 -1.542 0.778
H11 -0.869 -0.083 1.888
N2 1.156 0.591 1.103
H12 1.471 0.088 1.931
H13 -1.650 2.002 0.837
C5 2.139 -1.312 -0.107
H14 1.130 1.870 -1.052
C6 -2.088 0.023 0.053


Stability, highest: (x)


(w)
The following is a quantum chemistry calculation of a cluster of 2 separate species, C6H14N2 in total, from OMol25.

* LUMO (spin up / spin down): 1.00 / 1.00 eV
* Kohn-Sham gap (spin up / spin down): 7.46 / 7.46 eV

Element x y z (Å)
H1 0.211 -2.557 1.716
H2 -0.070 -1.922 0.268
H3 0.541 -0.631 -3.322
C1 0.577 0.220 -2.690
C2 0.799 0.288 0.476
H4 1.498 2.268 0.211
H5 0.017 -0.697 3.569
C3 -1.745 -0.551 -2.059
H6 2.135 1.456 1.741
C4 -0.101 0.000 2.766
H7 -1.697 -1.160 -2.954
H8 0.364 2.023 1.493
H9 0.098 1.140 -3.235
H10 -1.869 -1.114 -1.109
H11 -2.601 0.184 -2.094
H12 1.541 0.368 -2.104
C5 -0.502 0.254 -1.736
H13 -1.053 0.375 2.405
H14 0.592 0.815 3.027
N1 0.310 -0.513 1.419
C6 1.226 1.560 0.993
N2 -0.272 -1.807 1.220


(x)
The following is a quantum chemistry calculation of a cluster of 2 separate species, C6H14N2 in total, from OMol25.

* LUMO: 0.93 eV
* Kohn-Sham gap: 8.71 eV
* SMILES: [H]/N=C/C(C)C.C=CN

Element x y z (Å)
H1 -3.707 0.868 0.017
H2 -1.545 1.340 -1.099
C1 -3.069 0.059 -0.335
H3 2.682 -0.649 1.757
C2 2.527 0.089 -0.150
H4 -3.195 -0.758 0.374
N1 2.039 -0.246 1.092
H5 1.178 -0.788 1.039
H6 0.121 -2.369 -0.647
H7 4.570 0.060 0.356
C3 -1.136 0.952 0.991
C4 -1.608 0.508 -0.386
C5 -0.733 -0.672 -0.961
C6 3.824 0.265 -0.398
H8 1.663 0.282 -0.900
H9 -0.125 1.344 0.927
N2 -0.146 -1.496 -0.200
H10 -3.454 -0.259 -1.302
H11 4.244 0.618 -1.322
H12 -1.177 0.115 1.685
H13 -1.780 1.743 1.372
H14 -1.176 -1.005 -1.910


Stability, highest: (x)


(w)
The following is a quantum chemistry calculation of the molecule C6H14N2, from OMol25.

* LUMO: 1.07 eV
* Kohn-Sham gap: 9.00 eV
* SMILES: C/C=N\N(CC)CC

Element x y z (Å)
H1 -2.203 1.105 -2.326
H2 3.136 0.124 0.680
H3 -0.583 -0.643 -2.201
H4 3.258 1.547 -0.617
N1 0.315 0.831 0.644
H5 -0.993 -2.045 -0.201
N2 0.033 -0.236 -0.182
C1 -0.299 -1.627 1.766
C2 -0.589 0.215 -1.364
C3 2.634 0.687 -0.103
H6 1.715 1.999 1.440
C4 -2.015 0.809 -1.246
H7 -0.494 -0.754 2.464
H8 0.772 -1.891 1.827
H9 -0.953 -2.416 2.158
H10 -1.881 1.768 -0.625
H11 -1.912 -0.805 0.545
C5 -0.843 -1.189 0.407
H12 -2.898 0.264 -0.996
H13 2.245 0.002 -0.981
C6 1.480 1.229 0.687
H14 0.073 1.026 -1.777


(x)
The following is a quantum chemistry calculation of the molecule C6H14N2, from OMol25.

* LUMO: 0.86 eV
* Kohn-Sham gap: 8.57 eV
* SMILES: CC/C(=C\N)CCN

Element x y z (Å)
H1 -1.917 2.047 0.715
H2 -2.422 -0.504 -0.851
H3 2.074 -1.280 0.658
H4 1.265 -1.430 -2.216
H5 -3.095 1.881 -0.648
H6 1.080 -2.951 -1.192
C1 -0.224 -1.253 -0.776
C2 0.540 0.948 0.352
H7 -0.968 -1.377 -1.728
H8 0.775 1.861 -0.324
H9 1.117 0.944 2.602
C3 1.073 -1.854 -1.220
H10 2.500 -0.547 -0.788
C4 -0.540 0.106 -0.285
C5 0.319 1.393 1.781
H11 0.267 2.462 2.087
H12 -0.688 0.995 2.199
N1 2.371 -1.514 -0.359
H13 -0.651 -2.018 0.113
N2 -2.475 1.425 0.119
H14 1.457 0.375 0.114
C6 -1.858 0.291 -0.354


Stability, highest: (w)


(w)
The following is a quantum chemistry calculation of the molecule C6H14N2, from OMol25.

* LUMO: 0.81 eV
* Kohn-Sham gap: 9.76 eV
* SMILES: C=C(CN)C(C)(C)N

Element x y z (Å)
H1 1.426 -1.951 1.180
C1 -1.375 0.287 -0.822
H2 0.534 2.460 -0.558
H3 -2.489 0.732 -0.507
H4 2.603 -0.906 -0.716
C2 -0.483 0.726 0.343
C3 1.534 -0.672 -0.883
C4 0.655 -1.249 1.250
H5 -0.966 0.770 -1.815
H6 0.122 -1.360 -2.265
N1 -1.473 0.772 1.394
H7 1.082 2.286 1.069
C5 0.096 1.936 0.402
H8 -0.012 -1.545 2.126
H9 1.788 0.266 -1.528
H10 0.302 -2.496 -0.907
H11 -1.877 -0.257 1.470
H12 -0.972 0.705 2.338
H13 -0.777 2.446 0.665
N2 0.971 -1.758 -1.601
H14 -1.333 -0.928 -0.926
C6 0.645 -0.262 0.291


(x)
The following is a quantum chemistry calculation of the molecule C6H14N2, from OMol25.

* LUMO: 0.93 eV
* Kohn-Sham gap: 8.88 eV
* SMILES: CN/C=C(\C)N(C)C

Element x y z (Å)
H1 2.028 1.160 -1.555
C1 0.049 -0.137 -0.256
H2 0.254 -1.478 -1.906
C2 1.796 0.002 1.566
H3 1.075 -1.980 -0.425
H4 2.601 0.596 2.009
C3 2.415 0.690 -0.651
H5 -3.376 -0.486 0.875
N1 -2.190 0.384 -0.694
H6 -3.269 1.285 0.832
N2 1.359 0.616 0.333
H7 2.185 -1.024 1.438
H8 -0.701 -2.098 -0.557
H9 0.963 -0.027 2.269
H10 -0.859 1.733 0.396
H11 3.230 1.312 -0.268
H12 2.841 -0.293 -0.918
H13 -2.208 -0.394 -1.342
C4 0.177 -1.504 -0.818
C5 -0.810 0.830 -0.182
H14 -4.248 0.426 -0.358
C6 -3.315 0.389 0.211


(y)
The following is a quantum chemistry calculation of a cluster of 2 separate species, C6H14N2 in total, from OMol25.

* LUMO: 0.84 eV
* Kohn-Sham gap: 9.92 eV
* SMILES: C=CN=C.CC(C)N

Element x y z (Å)
C1 -1.262 0.052 -0.564
C2 -1.475 -1.449 -0.666
H1 3.161 -1.021 -1.436
C3 2.231 0.920 1.027
H2 -2.126 1.777 0.403
H3 -2.179 0.562 -2.314
C4 -2.313 0.705 0.341
H4 -0.716 -1.892 -1.306
H5 -0.277 0.227 -0.130
H6 -1.025 1.609 -1.863
H7 -1.418 -1.926 0.314
N1 2.393 0.436 -0.287
C5 1.888 0.191 2.089
H8 3.568 -1.136 0.396
N2 -1.244 0.618 -1.919
H9 -3.306 0.540 -0.084
H10 -2.296 0.276 1.344
H11 1.730 0.696 3.031
H12 1.736 -0.877 2.024
H13 2.319 1.997 1.105
H14 -2.462 -1.681 -1.075
C6 3.072 -0.625 -0.429


(z)
The following is a quantum chemistry calculation of the molecule C6H14N2, from OMol25.

* LUMO: 1.03 eV
* Kohn-Sham gap: 9.22 eV
* SMILES: C=CC[C@H](CN)NC

Element x y z (Å)
H1 -0.314 -0.273 -1.016
C1 0.245 -0.011 -0.113
H2 -0.093 -0.348 1.962
H3 2.347 -0.034 -2.307
N1 -0.146 1.372 0.134
H4 -2.290 -0.300 0.471
H5 -1.015 3.050 -0.724
H6 -0.715 1.773 -1.877
H7 -1.801 -3.118 1.620
H8 1.965 -1.288 -0.472
C2 -1.752 -1.128 0.898
C3 -0.274 -0.892 1.029
C4 -2.345 -2.266 1.218
H9 -3.415 -2.391 1.118
H10 2.266 0.041 0.556
C5 -0.312 2.263 -0.994
H11 0.311 -1.805 1.050
H12 0.599 2.785 -1.302
H13 0.409 1.843 0.838
N2 2.227 0.542 -1.491
C6 1.735 -0.224 -0.359
H14 3.032 1.121 -1.328


Stability, highest: (z)


(w)
The following is a quantum chemistry calculation of the molecule C8H11N, from OMol25.

* LUMO: 1.10 eV
* Kohn-Sham gap: 9.90 eV
* SMILES: C1[C@H]2[C@H]3C[C@@H]3[C@@H]3N[C@@H]3[C@@H]12

Element x y z (Å)
C1 -0.258 1.323 0.642
C2 -0.061 0.047 1.452
C3 -0.044 -1.014 -0.797
H1 -2.054 0.015 0.700
H2 -0.420 -2.909 0.051
H3 -0.027 2.262 1.179
H4 -0.183 0.165 -2.696
H5 1.370 -2.868 -0.375
C4 0.452 -2.305 -0.165
C5 0.220 0.227 -1.704
H6 1.901 0.859 -0.638
C6 -0.044 1.465 -0.853
H7 0.480 0.281 2.380
H8 -1.091 -1.161 -0.785
C7 -1.410 0.543 1.332
H9 -0.546 2.294 -1.391
C8 0.619 -0.937 0.482
N1 1.281 1.201 -1.406
H10 1.672 -0.569 0.417
H11 -1.856 1.080 2.174


(x)
The following is a quantum chemistry calculation of the molecule C8H11N, from OMol25.

* LUMO: 0.27 eV
* Kohn-Sham gap: 9.28 eV
* SMILES: C=C(C#N)C(C)=C(C)C

Element x y z (Å)
C1 2.210 0.393 -0.226
H1 2.765 -0.277 -0.817
H2 -0.643 -1.250 1.930
C2 -2.585 0.134 -0.508
N1 -3.415 0.227 -1.336
H3 -2.678 -1.309 1.687
C3 -1.520 -0.155 0.436
H4 2.610 0.373 0.801
H5 1.201 -1.797 -1.710
H6 -0.887 2.364 0.835
H7 -0.237 2.722 -0.700
H8 -0.397 -2.134 -0.855
C4 0.804 -0.276 -0.303
C5 -0.173 1.986 0.200
H9 2.333 1.331 -0.794
C6 -1.642 -0.903 1.570
C7 0.674 -1.697 -0.754
C8 -0.316 0.464 -0.043
H10 0.765 2.188 0.657
H11 1.131 -2.383 -0.069


Stability, highest: (x)